Record 1
C34H41IrN3O6PTe as an isolated structure, computed with the ωB97M-V functional and the def2-TZVPD basis.

CARTESIAN COORDINATES (ANGSTROEM)
1 Ir -1.817 0.817 0.241
2 O -1.792 0.347 2.190
3 N -2.895 0.603 2.850
4 N -3.826 1.044 2.144
5 O -3.696 1.203 0.826
6 C -5.106 1.389 2.724
7 C -5.245 1.397 4.105
8 C -6.480 1.728 4.633
9 C -7.543 2.043 3.795
10 C -7.376 2.027 2.419
11 C -6.147 1.697 1.865
12 H -4.413 1.153 4.748
13 H -6.612 1.741 5.706
14 H -8.504 2.299 4.218
15 H -8.204 2.266 1.767
16 H -6.008 1.669 0.796
17 C 0.188 4.624 -1.036
18 O -0.495 3.344 -0.910
19 P -0.940 2.776 0.475
20 O -1.878 3.791 1.217
21 C -3.128 4.273 0.648
22 O 0.371 2.803 1.341
23 C 0.371 2.731 2.793
24 H -0.481 5.427 -0.734
25 H 0.438 4.722 -2.086
26 H 1.087 4.625 -0.425
27 H -3.810 4.419 1.480
28 H -3.541 3.547 -0.050
29 H -2.936 5.220 0.150
30 H 1.414 2.771 3.088
31 H -0.087 1.799 3.119
32 H -0.167 3.584 3.198
33 C 5.800 -1.791 -4.403
34 C 4.777 -1.476 -3.353
35 C 4.403 -0.167 -3.081
36 C 3.466 0.135 -2.104
37 C 3.114 1.583 -1.865
38 C 2.885 -0.929 -1.397
39 Te 1.635 -0.264 0.143
40 N -0.122 0.123 -0.709
41 C -0.607 0.376 -1.923
42 O -1.766 0.917 -1.824
43 C -0.003 0.125 -3.232
44 C -0.120 1.112 -4.211
45 C 0.442 0.906 -5.459
46 C 1.087 -0.293 -5.740
47 C 1.169 -1.291 -4.778
48 C 0.630 -1.082 -3.520
49 C 1.069 -1.885 1.352
50 C -0.088 -2.657 1.218
51 C -1.036 -2.626 0.048
52 C -0.361 -3.569 2.233
53 C 0.469 -3.741 3.332
54 C 0.133 -4.725 4.413
55 C 1.632 -2.980 3.405
56 C 1.950 -2.045 2.435
57 C 3.240 -1.269 2.547
58 C 3.218 -2.270 -1.654
59 C 2.593 -3.453 -0.967
60 C 4.170 -2.504 -2.634
61 H 6.188 -0.888 -4.869
62 H 5.369 -2.423 -5.182
63 H 6.636 -2.340 -3.969
64 H 4.851 0.642 -3.645
65 H 3.416 2.182 -2.722
66 H 3.632 1.982 -0.988
67 H 2.040 1.749 -1.740
68 H -0.647 2.029 -3.983
69 H 0.365 1.671 -6.219
70 H 1.511 -0.457 -6.722
71 H 1.643 -2.235 -5.012
72 H 0.671 -1.869 -2.781
73 H -0.566 -2.314 -0.880
74 H -1.886 -1.962 0.239
75 H -1.455 -3.619 -0.107
76 H -1.247 -4.187 2.142
77 H -0.636 -5.425 4.091
78 H -0.237 -4.202 5.297
79 H 1.013 -5.291 4.715
80 H 2.314 -3.126 4.235
81 H 3.856 -1.672 3.348
82 H 3.068 -0.214 2.778
83 H 3.843 -1.330 1.634
84 H 1.504 -3.404 -0.975
85 H 2.909 -3.536 0.075
86 H 2.887 -4.369 -1.474
87 H 4.442 -3.530 -2.853

Computed properties:
Charge: +2
Spin multiplicity: 1
HOMO energy in eV: -13.88
Frontier orbital gap in eV: 8.25

---

Record 2
One molecule with the formula C34H41N3O4 in a non-equilibrium geometry, computed with the ωB97M-V functional and the def2-TZVPD basis.

CARTESIAN COORDINATES (ANGSTROEM)
1 C 1.361 0.208 -3.510
2 O 0.381 1.215 -3.544
3 C -0.798 0.993 -2.893
4 C -1.151 -0.185 -2.250
5 C -2.384 -0.309 -1.625
6 C -3.275 0.751 -1.604
7 O -4.514 0.769 -1.018
8 C -4.934 -0.245 -0.132
9 C -5.076 -1.608 -0.757
10 C -4.893 -2.713 -0.049
11 C -4.502 -2.674 1.401
12 C -3.072 -3.144 1.645
13 C -2.606 -3.139 2.955
14 C -1.301 -3.494 3.238
15 C -0.441 -3.850 2.212
16 C -0.897 -3.854 0.906
17 C -2.207 -3.503 0.622
18 O -4.669 -1.376 1.955
19 C -4.070 -0.394 1.135
20 C -3.883 0.901 1.924
21 O -2.716 0.836 2.718
22 N -1.620 0.562 1.893
23 C -0.573 0.101 2.435
24 C -0.380 -0.142 3.898
25 C 0.536 -0.236 1.489
26 C 1.872 0.443 1.858
27 N 2.882 0.297 0.846
28 C 3.479 -1.013 0.706
29 C 4.937 -1.033 1.174
30 C 5.704 0.156 0.597
31 C 5.356 0.400 -0.870
32 C 4.100 1.218 -1.061
33 N 4.172 2.048 -2.089
34 C 3.209 2.917 -2.349
35 C 3.402 3.791 -3.549
36 C 2.080 3.017 -1.533
37 C 1.025 4.045 -1.788
38 C 1.973 2.128 -0.477
39 C 2.974 1.185 -0.215
40 C -2.924 1.932 -2.263
41 C -1.715 2.047 -2.904
42 H 2.230 0.621 -4.021
43 H 1.027 -0.696 -4.030
44 H 1.642 -0.042 -2.482
45 H -0.482 -1.030 -2.231
46 H -2.633 -1.252 -1.167
47 H -5.933 0.097 0.180
48 H -5.359 -1.630 -1.799
49 H -5.015 -3.694 -0.483
50 H -5.184 -3.311 1.981
51 H -3.277 -2.842 3.747
52 H -0.953 -3.493 4.261
53 H 0.581 -4.128 2.431
54 H -0.231 -4.129 0.100
55 H -2.550 -3.514 -0.402
56 H -3.060 -0.719 0.844
57 H -4.701 1.047 2.629
58 H -3.823 1.743 1.223
59 H 0.085 0.730 4.357
60 H 0.255 -1.007 4.065
61 H -1.350 -0.293 4.367
62 H 0.233 0.058 0.483
63 H 0.668 -1.322 1.497
64 H 1.707 1.507 2.040
65 H 2.260 0.005 2.783
66 H 2.901 -1.732 1.292
67 H 3.425 -1.328 -0.341
68 H 5.394 -1.970 0.849
69 H 4.980 -0.998 2.264
70 H 5.469 1.056 1.167
71 H 6.776 -0.028 0.696
72 H 6.154 0.969 -1.352
73 H 5.285 -0.552 -1.403
74 H 3.396 4.843 -3.265
75 H 2.597 3.631 -4.265
76 H 4.352 3.552 -4.017
77 H 0.179 3.904 -1.120
78 H 0.676 3.974 -2.816
79 H 1.429 5.046 -1.639
80 H 1.088 2.175 0.139
81 H -3.628 2.748 -2.261
82 H -1.453 2.953 -3.425

Computed properties:
SMILES string: COc1ccc(O[C@H]2C=C[C@@H](c3ccccc3)O[C@@H]2CO/N=C(\C)CCN2CCCCc3nc(C)c(C)cc32)cc1
Spin multiplicity: 1
HOMO energy in eV: -7.37
Frontier orbital gap in eV: 7.94

---

Record 3
C34H42AuGeOP as an isolated structure, computed with the ωB97M-V functional and the def2-TZVPD basis.

CARTESIAN COORDINATES (ANGSTROEM)
1 Au 0.802 2.494 -0.290
2 C 0.332 -0.707 -0.588
3 Ge -1.188 -1.575 0.328
4 C -0.660 -1.595 2.222
5 C 0.655 -1.898 2.580
6 C 1.072 -1.849 3.904
7 C 0.172 -1.493 4.899
8 C -1.142 -1.197 4.563
9 C -1.552 -1.248 3.237
10 C -1.490 -3.369 -0.366
11 C -1.736 -3.564 -1.727
12 C -1.960 -4.840 -2.227
13 C -1.942 -5.936 -1.374
14 C -1.701 -5.755 -0.020
15 C -1.476 -4.478 0.479
16 C -2.811 -0.500 0.173
17 C -2.861 0.762 0.766
18 C -3.995 1.553 0.661
19 C -5.102 1.091 -0.038
20 C -5.068 -0.164 -0.632
21 C -3.930 -0.952 -0.525
22 H 0.369 0.281 -0.132
23 H 1.369 -2.187 1.814
24 H 2.097 -2.095 4.158
25 H 0.492 -1.453 5.933
26 H -1.850 -0.925 5.336
27 H -2.578 -1.002 2.987
28 H -1.748 -2.720 -2.409
29 H -2.146 -4.976 -3.285
30 H -2.117 -6.931 -1.766
31 H -1.685 -6.607 0.649
32 H -1.285 -4.346 1.539
33 H -2.000 1.140 1.307
34 H -4.013 2.534 1.120
35 H -5.988 1.707 -0.122
36 H -5.928 -0.530 -1.179
37 H -3.917 -1.934 -0.987
38 C 3.481 1.638 3.559
39 C 2.294 1.895 2.636
40 P 2.699 2.285 0.896
41 C 3.775 0.899 0.371
42 C 3.845 0.690 -1.142
43 C 3.749 3.774 0.977
44 C 4.141 4.309 -0.400
45 H 3.131 1.416 4.567
46 H 4.142 2.504 3.622
47 H 4.071 0.785 3.221
48 H 1.678 2.721 3.000
49 H 1.640 1.018 2.598
50 H 3.348 0.011 0.847
51 H 4.769 1.046 0.801
52 H 2.852 0.514 -1.559
53 H 4.466 -0.175 -1.373
54 H 4.272 1.553 -1.653
55 H 4.633 3.558 1.580
56 H 3.160 4.519 1.519
57 H 4.796 3.616 -0.927
58 H 4.671 5.256 -0.302
59 H 3.257 4.475 -1.018
60 C 0.118 4.565 0.232
61 H -0.959 4.422 0.264
62 H 0.438 5.163 -0.618
63 H 0.539 4.908 1.173
64 C -2.662 1.782 -2.886
65 C -1.384 1.294 -2.262
66 O -0.959 2.069 -1.291
67 C -0.724 0.146 -2.783
68 C 0.213 -0.684 -2.083
69 C 0.899 -1.674 -2.779
70 C 0.667 -1.956 -4.119
71 C -0.330 -1.236 -4.780
72 C -1.005 -0.227 -4.131
73 H -3.188 2.385 -2.147
74 H -3.311 0.961 -3.198
75 H -2.476 2.417 -3.761
76 H 1.247 -1.231 -0.298
77 H 1.600 -2.292 -2.225
78 H 1.216 -2.741 -4.620
79 H -0.566 -1.453 -5.815
80 H -1.741 0.340 -4.685

Computed properties:
⟨S²⟩: 2.03
Spin multiplicity: 3
HOMO energy (spin up / spin down) in eV: -4.80 / -7.92
Frontier orbital gap (spin up / spin down) in eV: 5.28 / 7.20

---

Record 4
C34H42F9N4O7SSbSn as an isolated structure in a non-equilibrium geometry, computed with the ωB97M-V functional and the def2-TZVPD basis.

CARTESIAN COORDINATES (ANGSTROEM)
1 Sn 1.006 -1.205 1.395
2 C 1.195 3.685 -1.663
3 C 2.042 3.114 -0.606
4 O 2.852 2.124 -0.927
5 C 2.340 3.539 0.668
6 C 3.393 2.725 1.069
7 C 4.129 2.680 2.376
8 N 3.729 1.961 0.092
9 N 4.651 1.008 -0.070
10 C 4.125 -0.196 0.088
11 O 2.900 -0.407 0.332
12 C 5.059 -1.381 -0.065
13 C 4.436 -2.630 -0.355
14 C 5.221 -3.776 -0.511
15 C 6.619 -3.635 -0.460
16 C 7.167 -2.448 -0.108
17 C 6.414 -1.315 0.060
18 H 0.438 3.027 -2.105
19 H 1.877 4.027 -2.377
20 H 0.602 4.467 -1.210
21 H 1.802 4.215 1.299
22 H 3.512 3.163 3.130
23 H 5.073 3.219 2.318
24 H 4.437 1.691 2.679
25 H 3.350 -2.609 -0.473
26 H 4.770 -4.739 -0.876
27 H 7.208 -4.529 -0.602
28 H 8.236 -2.327 -0.012
29 H 6.997 -0.457 0.272
30 C -2.476 -0.642 -5.411
31 C -1.593 0.589 -5.194
32 C -0.173 0.197 -5.534
33 Sb -1.655 1.243 -3.112
34 C -3.466 2.516 -3.313
35 C -3.124 3.891 -3.878
36 C -4.612 2.047 -4.155
37 C -2.413 -0.448 -1.993
38 C -1.450 -1.618 -1.930
39 C -3.882 -0.928 -2.170
40 H -2.280 -1.007 -6.469
41 H -3.499 -0.315 -5.355
42 H -2.282 -1.526 -4.783
43 H -1.959 1.362 -5.835
44 H 0.138 -0.774 -5.049
45 H 0.563 0.920 -5.265
46 H -0.090 -0.128 -6.568
47 H -3.853 2.553 -2.359
48 H -2.935 3.806 -4.964
49 H -2.269 4.475 -3.372
50 H -3.947 4.547 -3.714
51 H -4.405 2.056 -5.229
52 H -5.566 2.566 -4.003
53 H -4.890 1.020 -3.850
54 H -2.304 0.033 -1.024
55 H -1.412 -2.121 -2.910
56 H -1.863 -2.347 -1.240
57 H -0.431 -1.238 -1.725
58 H -4.032 -1.405 -3.159
59 H -4.522 -0.079 -2.024
60 H -4.136 -1.593 -1.402
61 C -0.365 0.957 4.036
62 C 0.018 1.462 2.674
63 N -0.319 2.723 2.373
64 O 0.845 0.802 2.031
65 H -1.317 1.310 4.319
66 H 0.453 1.324 4.703
67 H -0.256 -0.124 4.029
68 H -1.127 3.191 2.800
69 H -0.116 3.001 1.481
70 F 2.995 -3.703 2.504
71 C 3.495 -3.093 3.638
72 F 3.952 -3.971 4.539
73 F 4.553 -2.374 3.230
74 C 2.392 -2.170 4.181
75 O 2.045 -1.288 3.214
76 C 1.184 -3.097 4.632
77 F 1.557 -4.014 5.565
78 F 0.702 -3.826 3.563
79 F 0.149 -2.426 5.165
80 C 2.937 -1.307 5.402
81 F 2.001 -0.458 5.873
82 F 3.918 -0.512 4.851
83 F 3.422 -2.052 6.370
84 O -3.001 2.106 0.159
85 S -3.109 1.318 1.334
86 O -3.432 2.052 2.588
87 N -1.805 0.359 1.513
88 C -2.149 -0.901 1.808
89 O -1.321 -1.696 2.251
90 C -3.614 -1.170 1.490
91 C -4.249 -2.383 1.552
92 C -5.620 -2.433 1.294
93 C -6.281 -1.236 1.137
94 C -5.627 -0.009 1.094
95 C -4.268 -0.001 1.184
96 H -3.691 -3.330 1.641
97 H -6.190 -3.327 1.259
98 H -7.344 -1.237 1.088
99 H -6.182 0.891 1.063

Computed properties:
Spin multiplicity: 1
HOMO energy in eV: -8.02
Frontier orbital gap in eV: 8.25

---

Record 5
C34H42IrNO4 as an isolated structure in a non-equilibrium geometry, computed with the ωB97M-V functional and the def2-TZVPD basis.

CARTESIAN COORDINATES (ANGSTROEM)
1 O -0.369 0.265 -7.295
2 C -0.440 1.577 -7.978
3 C -0.625 0.966 -9.365
4 H 0.509 2.120 -7.889
5 H -1.302 2.171 -7.648
6 C -0.462 -0.362 -8.603
7 H 0.172 1.179 -10.062
8 H -1.610 1.110 -9.781
9 C 0.805 -1.063 -9.048
10 H 1.668 -0.388 -9.087
11 H 0.636 -1.423 -10.073
12 H 1.024 -1.934 -8.420
13 C -1.669 -1.260 -8.725
14 H -2.584 -0.717 -8.457
15 H -1.535 -2.145 -8.089
16 H -1.748 -1.583 -9.774
17 Ir -1.293 -0.898 0.587
18 C -3.145 -0.626 1.678
19 C -2.495 0.653 1.729
20 C -2.312 1.137 0.395
21 H -2.192 1.163 2.636
22 C -2.877 0.171 -0.508
23 C -3.384 -0.935 0.279
24 H -3.875 -1.823 -0.097
25 H -3.388 -1.245 2.534
26 H -1.813 2.058 0.130
27 H -2.926 0.262 -1.586
28 C 0.197 -1.914 1.808
29 C -0.391 -2.777 0.809
30 C -0.015 -2.248 -0.486
31 H -1.002 -3.654 1.016
32 C 0.857 -1.124 -0.256
33 C 0.979 -0.918 1.140
34 H 1.555 -0.132 1.629
35 H 0.072 -1.998 2.886
36 H -0.294 -2.659 -1.453
37 H 1.337 -0.516 -1.015
38 O -0.193 0.654 -2.217
39 C -0.655 -0.150 -3.320
40 C -0.990 0.812 -4.452
41 H -1.515 -0.767 -3.009
42 H 0.151 -0.853 -3.589
43 C -0.157 2.073 -4.100
44 H -2.062 1.062 -4.405
45 H -0.754 0.385 -5.432
46 C -0.123 2.046 -2.574
47 H -0.554 3.000 -4.534
48 H 0.871 1.887 -4.454
49 H -0.969 2.610 -2.148
50 H 0.799 2.423 -2.115
51 C 4.820 0.495 5.953
52 C 3.819 -0.551 5.551
53 C 4.260 -1.684 4.871
54 C 3.362 -2.666 4.449
55 C 2.004 -2.468 4.652
56 C 1.535 -1.262 5.210
57 N 0.174 -1.015 5.112
58 C -0.601 0.142 5.335
59 C -1.758 -0.009 6.126
60 C -2.596 1.078 6.357
61 C -2.286 2.329 5.799
62 C -1.164 2.468 4.973
63 C -0.345 1.367 4.706
64 C 0.721 1.461 3.603
65 O 1.939 1.439 3.889
66 O 0.168 1.545 2.474
67 C 2.455 -0.387 5.837
68 C 2.004 0.688 6.762
69 H 4.596 1.465 5.490
70 H 4.851 0.641 7.038
71 H 5.819 0.188 5.629
72 H 5.331 -1.800 4.699
73 H 3.712 -3.574 3.959
74 H 1.277 -3.216 4.332
75 H -0.390 -1.850 4.956
76 H -1.977 -0.992 6.552
77 H -3.492 0.950 6.965
78 H -2.925 3.199 5.986
79 H -0.907 3.424 4.510
80 H 1.862 1.630 6.216
81 H 1.063 0.429 7.258
82 H 2.754 0.862 7.539

Computed properties:
⟨S²⟩: 8.83
Charge: +1
Spin multiplicity: 6
HOMO energy (spin up / spin down) in eV: -7.36 / -11.19
Frontier orbital gap (spin up / spin down) in eV: 4.92 / 5.67

---

Listing relative energy (zero: lowest compared OMol25 entry of this formula, charge and spin) for the structures above in their given order: 0.000 0.000 0.269 0.355 0.000 eV.